[1]
# C2H2BrN

A structure of composition C2H2BrN in a non-equilibrium geometry (wB97M-V/def2-TZVPD, OMol25).

Each line ends with the Löwdin charge.
Atoms and positions in Å:
C -0.343 0.286 0.101  -0.604
C 0.326 -0.876 -0.543  -0.357
N 0.658 -1.734 -1.273  0.141
Br 0.537 0.677 1.802  0.590
H -1.638 0.730 0.281  0.210
H 0.460 0.917 -0.368  0.021

The highest occupied orbital energy comes out at -10.6 eV. As for the HOMO-LUMO gap: 10.6 eV.

***

[2]
# C2H2BrN

A cluster of 2 separate species, C2H2BrN in total in a non-equilibrium geometry (wB97M-V/def2-TZVPD, OMol25).

Each line ends with the Löwdin charge.
Atoms and positions in Å:
C 0.230 0.437 1.022  -0.306
C -0.501 0.306 -0.075  0.024
N 0.903 0.685 1.970  0.230
Br 0.920 -1.923 -1.710  -0.119
H -1.620 -0.101 -0.221  0.147
H 0.068 0.596 -0.984  0.023

The highest occupied orbital energy (alpha / beta) comes out at -9.9 / -9.9 eV. As for the HOMO-LUMO gap (alpha / beta): 5.8 / 5.8 eV.

***

[3]
# C2H2BrN3

An isolated molecule of C2H2BrN3 in a non-equilibrium geometry (wB97M-V/def2-TZVPD, OMol25).

Each line ends with the Löwdin charge.
Atoms and positions in Å:
C -1.392 1.102 -0.085  -0.305
C 0.451 -0.531 0.101  -0.478
N -2.506 1.278 -0.212  0.175
N 0.019 -1.584 0.486  0.213
N -0.122 0.752 -0.053  0.006
Br 2.664 0.116 -0.419  0.260
H 0.378 -2.466 0.736  0.085
H 0.506 1.332 -0.552  0.043

As for the SMILES: [H]/N=C(\Br)NC#N. The highest occupied orbital energy comes out at -10.6 eV. As for the HOMO-LUMO gap: 9.5 eV.

***

[4]
# C2H2BrNO3

An isolated molecule of C2H2BrNO3 in a non-equilibrium geometry (wB97M-V/def2-TZVPD, OMol25).

Each line ends with the Löwdin charge.
Atoms and positions in Å:
C 0.345 -0.911 -0.810  -0.776
C -0.581 -0.114 0.305  -0.004
N 0.089 1.258 0.503  -0.383
O 0.571 -0.630 -1.902  0.072
O 1.318 1.368 0.428  0.083
O -0.739 2.123 0.585  0.097
Br 1.330 -2.467 -0.150  0.677
H -0.834 -0.625 1.252  0.130
H -1.499 -0.001 -0.213  0.103

As for the SMILES: O=C(Br)C[N+](=O)[O-]. The highest occupied orbital energy comes out at -10.9 eV. As for the HOMO-LUMO gap: 10.4 eV.

***

[5]
# C2H2BrNO3

A cluster of 2 separate species, C2H2BrNO3 in total in a non-equilibrium geometry (wB97M-V/def2-TZVPD, OMol25).

Each line ends with the Löwdin charge.
Atoms and positions in Å:
C 2.366 1.259 0.435  -0.429
C -0.660 -1.149 -0.104  -0.042
N -1.309 -0.120 -0.448  -0.549
O 3.184 1.845 -0.104  0.232
O 1.545 0.663 0.968  0.204
O -1.040 0.880 -1.047  -0.028
Br -3.350 -0.239 0.191  0.460
H -1.124 -1.929 0.467  0.062
H 0.389 -1.209 -0.358  0.091

As for the SMILES: C=[N+]([O-])Br.O=C=O. The highest occupied orbital energy comes out at -10.1 eV. As for the HOMO-LUMO gap: 8.8 eV.

***

[6]
# C2H2BrO2S2

A cluster of 2 separate species, C2H2BrO2S2 in total in a non-equilibrium geometry (wB97M-V/def2-TZVPD, OMol25).

Each line ends with the Löwdin charge.
Atoms and positions in Å:
C 2.407 0.090 -0.677  -0.909
C 3.672 -0.560 -0.194  -1.128
O 2.383 1.285 -0.663  -0.061
O 1.475 -0.706 -1.018  -0.153
S -1.357 -0.725 0.453  0.363
S 3.773 -2.030 0.440  0.668
Br 4.962 0.836 0.065  0.649
H -0.185 -0.599 -0.298  -0.211
H -1.951 -1.748 -0.290  -0.219

The net charge is -1. The highest occupied orbital energy comes out at -4.9 eV. As for the HOMO-LUMO gap: 7.6 eV.

***

[7]
# C2H2Cl2F3P

An isolated molecule of C2H2Cl2F3P in a non-equilibrium geometry (wB97M-V/def2-TZVPD, OMol25).

Each line ends with the Löwdin charge.
Atoms and positions in Å:
C -0.171 -0.713 -0.349  -0.187
C 1.052 -1.182 0.380  -0.655
F -1.204 -1.474 0.101  0.003
F 0.733 -1.251 1.923  -0.121
F 1.197 -2.461 0.016  0.034
P 2.787 -0.430 0.395  0.310
Cl 2.303 1.420 1.232  0.162
Cl 3.147 0.217 -1.492  0.179
H -0.244 0.405 -0.305  0.136
H -0.053 -1.127 -1.368  0.139

As for the SMILES: FCC(F)(F)P(Cl)Cl. The highest occupied orbital energy comes out at -10.4 eV. As for the HOMO-LUMO gap: 10.5 eV.

***

[8]
# C2H2Cl2O2

A cluster of 2 separate species, C2H2Cl2O2 in total in a non-equilibrium geometry (wB97M-V/def2-TZVPD, OMol25).

Each line ends with the Löwdin charge.
Atoms and positions in Å:
C 0.627 -0.153 0.512  -0.638
C -2.011 -0.283 -0.346  -0.975
O 0.718 -0.295 -0.669  -0.002
O -0.347 0.166 1.195  -0.050
Cl -2.680 -1.655 0.357  0.740
Cl -2.710 1.249 -0.304  0.723
H 1.566 -0.284 1.266  0.166
H -1.401 -0.382 -1.242  0.035

The highest occupied orbital energy (alpha / beta) comes out at -9.6 / -9.6 eV. As for the HOMO-LUMO gap (alpha / beta): 7.6 / 7.6 eV.

***

[9]
# C2H2Cl2O2

An isolated molecule of C2H2Cl2O2 in a non-equilibrium geometry (wB97M-V/def2-TZVPD, OMol25).

Each line ends with the Löwdin charge.
Atoms and positions in Å:
C -0.565 0.118 0.543  -0.258
C 0.668 -0.123 -0.347  -1.032
O -1.810 -0.045 0.395  -0.065
O -2.635 -0.343 -0.583  0.132
Cl 1.440 -1.740 -0.013  0.507
Cl 1.762 1.264 -0.091  0.581
H -0.204 0.472 1.432  0.074
H 0.609 -0.325 -1.459  0.062

The spin multiplicity is 3. Its expectation value of S² is 2.0070. The highest occupied orbital energy (alpha / beta) comes out at -7.7 / -11.1 eV. As for the HOMO-LUMO gap (alpha / beta): 8.5 / 8.3 eV.

***

[10]
# C2H2Cl2O2S

An isolated molecule of C2H2Cl2O2S in a non-equilibrium geometry (wB97M-V/def2-TZVPD, OMol25).

Each line ends with the Löwdin charge.
Atoms and positions in Å:
C 0.760 0.271 -0.402  -0.371
C -0.361 0.341 0.596  -1.215
O 1.595 -1.043 -2.354  -0.518
O -0.991 -0.858 0.498  -0.156
S 0.451 -0.927 -1.464  1.037
Cl 0.167 0.620 2.420  0.503
Cl -1.497 1.709 0.190  0.592
H 1.435 1.038 -0.601  0.072
H -1.558 -1.152 1.117  0.056

The highest occupied orbital energy comes out at -9.9 eV. As for the HOMO-LUMO gap: 9.0 eV.

***

[11]
# C2H2Cl2O2S

An isolated molecule of C2H2Cl2O2S in a non-equilibrium geometry (wB97M-V/def2-TZVPD, OMol25).

Each line ends with the Löwdin charge.
Atoms and positions in Å:
C -1.401 -0.529 -0.620  -0.001
C -0.465 -0.506 0.370  -0.813
O 1.790 0.343 -1.041  -0.340
O 0.597 2.167 0.122  -0.351
S 1.031 0.809 0.080  0.299
Cl -0.087 -1.618 1.529  0.706
Cl 2.046 0.508 1.771  0.392
H -2.190 -1.222 -0.727  0.057
H -1.322 0.050 -1.482  0.052

As for the SMILES: C=C(Cl)S(=O)(=O)Cl. The highest occupied orbital energy comes out at -10.5 eV. As for the HOMO-LUMO gap: 10.5 eV.

***

[12]
# C2H2Cl2S2

An isolated molecule of C2H2Cl2S2 in a non-equilibrium geometry (wB97M-V/def2-TZVPD, OMol25).

Each line ends with the Löwdin charge.
Atoms and positions in Å:
C -0.792 0.081 -0.046  -1.280
C 0.704 0.019 -0.462  -1.122
H -2.857 -0.077 -0.279  -0.114
H 0.598 -0.388 -1.528  0.047
S -1.921 -0.495 -1.131  0.816
S -1.291 0.484 1.535  0.590
Cl 1.498 1.514 -0.463  0.670
Cl 1.689 -1.512 0.368  0.393

As for the SMILES: S=C(S)C(Cl)Cl. The highest occupied orbital energy comes out at -9.2 eV. As for the HOMO-LUMO gap: 7.8 eV.